[1]
116
Properties=species:S:1:pos:R:3:forces:R:3:lowdin_spin:R:1 method="wB97M-V/def2-TZVPD" multiplicity=2 charge=+3 max_force_ev_per_a=2.648 homo_ev="-15.096 / -15.250" lumo_energy_ev="-8.78 / -9.16" s2=0.756
H 8.97291 22.99363 11.84028 0.535 -0.384 0.548 0.0001
H 13.42091 10.61988 15.93186 -0.826 0.101 -0.022 0.0000
C 10.81798 20.25023 12.54945 -0.041 -1.002 -0.045 0.0211
N 8.97216 9.76855 9.90084 0.832 -1.310 -0.360 0.0000
N 12.51702 13.18725 9.49830 0.905 -0.105 0.048 0.0000
C 12.86733 13.95273 8.45818 -1.456 -0.115 -0.743 0.0000
C 10.66183 16.10432 16.01623 -0.403 -1.058 0.784 0.0231
C 10.83666 20.33351 13.93989 0.448 -0.571 -1.170 0.0739
H 11.76581 15.36610 10.79490 1.064 0.113 0.569 0.0000
C 12.39882 10.64009 15.48597 0.692 -0.052 0.494 0.0000
H 12.16346 9.62594 15.16168 -0.142 0.086 -0.038 0.0000
C 14.92201 18.24709 9.01326 0.367 0.601 -0.082 0.0000
H 15.66486 20.34102 18.88593 0.867 0.615 0.988 0.0021
C 13.30762 8.96308 11.69724 1.053 1.167 -0.032 0.0000
N 11.55670 12.34494 9.09184 -0.299 0.231 -2.047 0.0000
H 15.45888 16.00610 11.45241 -0.492 0.323 -0.642 0.0000
H 18.77455 13.68130 11.09848 0.528 0.058 0.359 0.0000
H 18.58058 15.96876 16.15312 0.799 0.265 0.536 0.0000
N 10.18217 12.14076 11.04774 1.006 -0.096 0.071 0.0000
C 17.81540 16.38763 15.54771 -1.286 0.310 -0.838 0.0000
C 12.01152 13.68250 7.36949 0.442 -0.684 1.379 0.0000
C 12.45276 11.53113 14.35521 -0.391 0.421 -0.500 0.0000
H 17.28998 13.99320 13.04817 0.479 0.278 0.876 0.0000
H 15.45336 18.99266 8.47180 0.280 0.484 -0.464 0.0000
N 14.46659 13.96823 12.77034 0.110 0.351 0.323 0.0004
H 10.19430 21.38129 15.63625 0.002 0.412 0.374 0.0013
H 14.84597 18.04771 18.97055 -0.098 0.184 -0.237 -0.0003
O 14.31940 13.87449 15.25508 0.473 1.143 -0.789 0.0010
C 8.84142 13.11686 12.49943 0.004 -0.179 -0.016 0.0000
N 13.24180 11.13602 11.10366 -0.158 0.284 0.333 0.0000
Ti 13.05638 13.20851 11.59334 -0.606 -0.266 -1.020 0.0004
C 10.58220 9.38981 8.33994 -0.860 -0.018 1.190 0.0000
H 8.01566 7.93117 9.68745 -0.907 -0.552 0.345 0.0000
C 18.69162 18.75558 15.85543 -0.385 -0.862 -0.464 0.0001
C 17.71173 13.62100 11.01147 0.242 -0.194 -1.522 0.0000
H 15.02571 10.36526 11.95264 -0.014 0.221 0.130 0.0000
C 15.76071 15.91993 14.37816 0.498 -0.028 0.366 0.0002
C 15.69044 17.25426 13.94217 -0.710 -1.140 0.089 0.0030
H 8.29889 11.32118 11.27383 -0.101 -0.155 -0.132 0.0000
H 19.75470 18.55834 15.61690 -0.635 0.199 -0.289 0.0000
C 16.89726 13.83610 12.08366 -0.676 -0.202 0.316 0.0000
H 9.92633 7.34879 7.78865 -0.224 0.666 0.283 0.0000
C 10.24640 21.40068 14.56312 -0.028 -0.088 1.237 0.0134
Sb 11.72298 18.67696 14.81468 0.563 -0.087 0.446 0.4970
H 16.88023 14.48067 15.57066 -0.115 -0.528 0.030 0.0000
H 11.47222 9.61816 7.80503 0.445 0.054 -0.409 0.0000
B 10.95783 11.27249 10.01542 -1.157 0.574 -0.236 0.0000
N 12.45284 12.26236 13.46992 0.596 -0.228 0.220 0.0000
C 17.21378 13.31142 9.73555 -1.740 -0.728 0.278 0.0000
H 7.99063 13.32338 13.11611 -0.212 0.099 -0.019 0.0000
H 11.24936 8.66507 10.86810 -0.499 -0.750 -0.036 0.0000
C 13.13402 19.24017 16.29884 -0.094 0.799 -1.215 0.0789
H 11.25238 19.35852 12.05868 -0.187 0.682 0.097 0.0126
C 9.69314 15.17265 16.43698 -0.114 1.033 -0.559 -0.0013
H 10.37730 12.18120 7.36227 -0.926 -0.782 -0.752 0.0000
H 14.97949 21.87869 17.15911 0.670 1.611 -0.118 -0.0006
C 8.94036 17.47358 15.03423 -0.832 -0.849 0.970 0.0287
N 15.00570 13.47530 10.69254 0.515 -0.814 -0.443 0.0000
N 10.10135 10.27717 9.29123 -0.343 -0.356 -0.563 0.0000
H 16.63399 17.72671 10.20853 -0.144 0.052 -0.029 0.0000
C 9.56240 22.27022 12.43539 -0.804 0.936 0.303 0.0024
H 12.68990 15.73397 12.15981 -0.253 -0.084 0.262 0.0009
H 13.58112 14.74550 8.47816 0.445 0.070 0.403 0.0000
H 18.63987 18.60513 16.93227 -0.177 0.038 0.113 0.0000
C 9.79098 8.27217 8.36574 -0.159 -0.150 0.403 0.0000
C 16.65689 18.14067 14.36088 0.576 0.776 -0.022 0.0000
N 12.05608 10.54560 10.77134 1.389 -0.563 0.474 0.0000
H 9.96887 14.26219 16.91751 0.408 -0.371 0.400 -0.0004
C 12.85133 17.13546 9.54924 0.947 0.216 -0.925 0.0002
C 17.71394 17.76267 15.19298 0.813 -0.927 0.941 0.0000
H 14.81048 17.51546 13.34670 0.503 0.344 0.171 0.0061
C 13.60535 18.32625 17.21710 -0.225 -0.109 0.896 0.0284
C 13.53158 16.32308 10.44617 0.414 0.664 -0.142 0.0004
N 12.73126 15.36788 11.20563 -0.955 -0.211 -0.425 0.0003
H 8.61026 18.34107 14.51617 -0.218 0.571 -0.446 0.0015
C 16.83250 15.47323 15.17768 -0.160 1.259 -0.413 0.0001
C 10.25874 17.27177 15.35085 1.300 -0.516 0.439 0.0818
H 13.14621 17.35016 17.28048 0.186 -0.187 -0.022 0.0011
H 13.38235 21.24101 15.38444 0.063 -0.341 0.439 0.0006
C 14.00318 10.18680 11.66171 -0.353 -0.630 -0.191 0.0000
H 7.57584 14.72148 16.60112 0.292 0.334 -0.238 0.0013
C 10.12073 21.19018 11.81030 0.833 -0.582 -0.422 0.0001
H 10.07762 21.03365 10.74712 -0.203 0.238 -0.267 0.0000
H 6.98432 16.75825 15.24001 -0.904 0.075 0.140 -0.0002
C 15.81728 13.16064 9.62547 0.931 1.287 1.553 0.0000
C 13.58838 18.06268 8.77881 -1.266 -0.238 0.587 0.0000
C 12.10032 9.24345 11.11738 -0.379 0.983 -0.362 0.0000
C 14.52194 18.73564 18.18936 -0.325 -0.237 -0.267 0.0000
O 13.17607 15.69256 14.03203 0.843 -0.437 -0.318 0.0257
H 13.73613 8.04670 12.02391 -0.095 -0.557 0.150 0.0000
H 17.84319 13.05198 8.88209 -0.123 0.337 0.370 0.0000
H 16.62028 19.18195 14.05278 -0.198 -0.093 0.023 0.0000
C 8.80999 8.54643 9.38272 1.447 1.608 -1.000 0.0000
H 15.36073 12.95926 8.68142 -0.442 -0.366 -0.260 0.0000
C 8.33353 15.41877 16.22730 0.361 0.131 -0.103 0.0241
C 11.20266 12.65410 7.78977 1.312 0.351 2.273 0.0000
C 15.52479 13.76723 11.90476 0.420 0.123 -1.050 0.0001
C 14.90656 16.54418 10.66292 -0.153 -0.331 1.146 0.0001
C 10.04388 13.77177 12.48880 0.679 -0.219 -0.263 0.0000
C 9.64681 22.38884 13.83474 -0.252 -0.681 -1.796 0.0033
H 11.99410 14.15168 6.43342 0.059 0.534 -1.019 0.0000
S 14.38049 14.86434 14.19316 -1.178 -1.235 0.850 0.0026
H 10.32310 14.63277 13.08938 0.256 -0.191 -0.153 -0.0001
H 11.63549 11.01310 16.18681 0.411 -0.228 -0.111 0.0000
H 11.69138 15.85068 16.29986 -0.322 0.447 -0.474 0.0008
C 15.58324 17.55802 9.99596 -0.021 -1.218 0.312 0.0000
C 13.68172 20.54523 16.18042 -0.416 -0.777 0.021 0.0299
C 7.98625 16.56516 15.53049 0.558 0.268 -0.779 -0.0003
H 13.10328 18.72502 8.07199 -0.169 -0.290 -0.068 0.0000
N 10.89230 13.15692 11.60453 -0.256 1.099 0.510 0.0000
H 9.10083 23.15031 14.29388 -0.493 1.209 0.827 0.0004
C 8.98929 12.08152 11.57595 -1.265 0.200 0.596 0.0000
H 18.39108 19.77568 15.64115 0.266 0.120 -0.125 0.0000
H 11.79762 16.98487 9.36446 -0.170 0.085 0.026 0.0000
C 14.59844 20.91212 17.14506 -0.665 -0.902 0.047 -0.0008
C 14.97451 20.04303 18.15927 -0.422 -0.868 -0.866 0.0344

---

[2]
17
Properties=species:S:1:pos:R:3:forces:R:3:nbo_charge:R:1 method="wB97M-V/def2-TZVPD" multiplicity=1 charge=-1 max_force_ev_per_a=7.170 homo_ev=-4.875 lumo_energy_ev=3.28
H -2.78242 1.43815 -0.25603 -1.599 -0.375 -0.544 0.3901
C 1.80247 0.07149 -0.25224 -0.541 0.715 0.612 -0.3481
C 2.32792 -2.19603 -0.01516 -1.529 -0.419 -0.033 -0.4494
C 2.78273 -0.91924 -0.21591 0.767 -1.283 -0.237 -0.2736
S 0.53742 -2.16787 0.23035 2.733 0.149 -0.364 0.5115
C -0.92588 1.73549 0.08681 -1.454 2.695 1.440 0.7631
H 2.07642 1.10721 -0.38319 -0.531 0.054 0.073 0.2519
O -3.28287 -0.46964 -0.32444 -0.195 0.653 -0.140 -1.0243
N -2.29663 2.19054 0.17171 1.252 2.659 -1.841 -0.8711
N -0.93325 0.42541 0.29501 5.621 -4.300 -1.153 -0.6967
H 2.74106 -3.23405 -0.06200 0.124 1.433 0.158 0.2204
C 0.60399 -0.45983 0.05119 -4.918 2.027 0.653 0.0037
O -0.01226 2.55752 0.05420 0.195 -0.976 -0.617 -0.6874
S -2.30926 -0.62944 0.76770 -0.372 -2.048 -0.140 1.6683
O -1.69234 -2.00681 0.60754 -0.905 1.867 0.667 -1.0242
H 3.77381 -0.54249 -0.32400 0.943 -0.514 -0.207 0.2003
H -2.41091 3.09959 -0.43153 0.412 -2.339 1.673 0.3657